No. 1
This record from OMol25 describes a molecular structure, C24H43Cl2N4O4PdSi. The level of theory is wB97M-V/def2-TZVPD.

```
79
Properties=species:S:1:pos:R:3:forces:R:3
C -1.652478 -0.006516 -4.808961 0.3 0.0 -0.3
C -1.202616 -0.970149 -3.763887 0.8 -0.8 0.6
H -0.781653 0.558760 -5.157872 -0.1 0.2 -0.1
H -2.390303 0.708535 -4.448202 0.0 -0.1 0.0
H -2.030357 -0.555222 -5.668531 -0.2 0.2 -0.1
C -0.625645 -2.144957 -4.133546 -1.3 0.2 1.0
C -0.498733 -2.607788 -5.546063 0.7 0.0 -0.3
H -0.275137 -2.925750 -3.421681 -0.6 1.1 -0.5
H 0.251249 -1.957344 -6.015530 -0.2 -0.1 -0.4
H -1.416871 -2.606139 -6.170622 0.5 -0.1 0.5
H -0.042716 -3.604367 -5.483732 -0.4 0.1 -0.5
Pd -1.922494 0.264262 2.702743 0.0 -1.8 -0.3
Cl -3.758399 -1.517855 2.754840 0.0 0.1 0.5
C -0.869480 -2.281384 3.435546 0.6 2.2 -1.2
O -0.412157 -1.245313 2.864720 0.0 -2.6 1.6
N -0.225098 -3.426769 3.435049 0.8 -0.6 0.0
C 1.152777 -3.575413 3.009595 0.1 -0.3 -0.2
C -0.918349 -4.626741 3.825448 -0.1 0.2 0.1
H -1.852530 -2.297039 3.929760 0.3 0.1 -0.2
H 1.691263 -2.628242 2.957573 -0.4 0.1 0.1
H 1.200018 -4.035974 2.008374 0.0 0.0 0.4
H 1.621175 -4.228319 3.763801 0.1 0.1 -0.4
H -1.856605 -4.273599 4.261096 0.0 -0.5 0.1
H -0.291634 -5.166037 4.552258 -0.4 -0.1 -0.2
H -1.156646 -5.247911 2.944642 0.2 0.1 0.4
H 0.619490 3.068267 4.995909 0.0 0.0 -0.3
H -1.199350 5.025354 4.752967 0.6 0.4 -0.3
C 1.363857 3.814959 4.705863 0.0 0.0 0.3
C -0.296235 5.644056 4.552343 0.0 0.1 0.0
N 0.770741 4.871360 3.923542 -0.2 0.2 -0.8
H 2.188619 3.351961 4.161543 -0.2 0.1 0.0
C 1.099293 5.080348 2.616319 -0.1 -0.3 0.3
O 1.921587 4.445345 1.965413 -0.5 0.6 0.5
H -0.529289 6.494109 3.882029 -0.1 -0.4 0.4
H 0.504336 5.940756 2.210867 0.4 -0.5 -0.1
H 1.726934 4.263252 5.632411 0.3 0.0 0.1
H 0.088298 6.040661 5.506730 -0.2 0.0 -0.2
H 1.836891 0.544291 -2.385614 0.2 -0.1 0.0
H 3.640598 -2.175710 -2.754934 0.3 -0.2 0.0
C 2.868964 0.307371 -2.108506 -0.4 0.1 0.0
C 3.920494 -1.843178 -1.750686 -0.3 -0.1 -0.1
N 2.904767 -0.915339 -1.320142 0.5 0.1 0.8
H 3.243794 1.160238 -1.535689 0.2 -0.2 -0.2
C 2.341516 -0.994694 -0.069846 -0.5 0.5 -0.1
O 1.595238 -0.164755 0.420014 0.9 -0.7 -0.3
H 3.948869 -2.717523 -1.096617 0.1 0.1 0.0
H 2.562333 -1.941704 0.468668 0.2 0.2 -0.3
H 3.462911 0.145775 -3.019491 -0.2 0.1 0.3
H 4.897455 -1.340943 -1.805382 -0.1 -0.3 0.1
O -0.415786 0.635298 -2.055524 0.0 -1.5 -0.7
C -1.320511 -0.466421 -2.300896 -0.1 0.0 0.1
C 0.166745 -2.334763 -1.418595 -0.6 0.0 0.1
C -1.053688 -1.651320 -1.366412 0.1 0.1 0.2
H 0.908583 -1.965823 -2.120950 0.1 -0.1 0.6
C 0.342238 -3.525230 -0.712479 0.3 0.3 -0.7
H -2.336804 -0.052806 -2.106372 0.4 -0.6 -0.2
C -2.042830 -2.124843 -0.506740 -0.2 0.4 0.6
H 1.305699 -4.024971 -0.806703 -0.2 -0.2 0.0
C -0.687911 -4.053765 0.051241 -0.3 0.2 0.7
C -1.836895 -3.281660 0.266791 -0.2 -0.1 -0.3
H -2.944620 -1.502561 -0.364782 0.5 -0.6 0.0
H -0.583783 -5.041081 0.525192 0.1 0.6 -0.1
H -2.567883 -3.558264 1.047640 0.3 0.1 -0.7
Si -0.352992 2.271505 -2.004346 -2.9 1.0 4.8
Cl -2.868024 0.790242 0.790874 -1.0 1.0 -2.2
C 1.150202 2.548743 -0.924998 1.3 0.2 -0.1
C -1.426723 3.363948 -0.671836 -0.1 -0.5 0.1
C -1.409926 3.061308 -3.263794 1.0 0.9 -2.1
H 1.365899 1.611329 -0.354208 -0.1 0.5 -1.1
H 0.861246 3.190302 -0.078362 0.2 0.4 -0.8
H 2.050999 2.931663 -1.448591 -0.3 -0.2 0.7
H -0.935364 2.866805 -4.228034 -0.6 0.5 -0.7
H -1.407782 4.144520 -3.022263 0.1 -0.6 -0.4
H -2.466183 2.764132 -3.277442 0.5 -0.4 0.3
H -1.294642 2.990190 0.354597 0.2 0.5 -0.2
H -2.522484 3.429384 -0.794227 0.3 -0.2 -0.2
H -1.038809 4.417793 -0.786577 -0.1 -0.9 0.2
N -1.970572 2.939862 4.195626 0.3 -2.0 -1.2
C -1.886124 1.919510 3.607613 -0.7 4.0 2.8
```
Forces are in eV/Å.

Strongest force on any atom = 0.1100 hartree/bohr
2S+1 = 3
E = -2798.04273 hartree
HOMO level (alpha / beta) = -4.50 / -5.14 eV
LUMO energy (alpha / beta) = 0.082 / 0.068 Eh
Charge = -1
Frontier orbital gap (alpha / beta) = 6.7 / 7.0 eV

=====

No. 2
This record from OMol25 describes a molecular structure, C24H43Cl2N4O4PtSeSi. The level of theory is wB97M-V/def2-TZVPD.

```
80
Properties=species:S:1:pos:R:3:forces:R:3
C -2.002740 -0.415623 -4.429080 0.1 0.2 -0.2
C -1.168088 -1.453151 -3.718711 -0.7 1.5 2.8
H -1.485320 0.006285 -5.297031 0.1 -0.1 0.1
H -2.230994 0.412852 -3.756278 0.1 -0.1 0.0
H -2.950378 -0.827071 -4.789416 0.1 -0.1 0.1
C -0.821784 -2.669090 -4.329445 0.1 -1.5 -0.4
C -0.589950 -2.846572 -5.769212 0.5 -0.2 -0.8
H -0.607264 -3.503575 -3.677239 0.1 0.0 0.0
H -0.023902 -2.015588 -6.227434 -0.3 -0.1 0.2
H -1.509846 -2.979399 -6.364771 0.2 0.0 0.1
H 0.038473 -3.739006 -5.904826 -0.3 0.1 -0.2
Pt 0.641210 1.730157 1.251853 -0.4 -0.5 0.0
Cl 1.775140 3.708329 1.567539 1.0 1.4 0.2
C -0.884766 -1.001957 2.168568 0.8 0.9 -1.5
O -0.240612 -0.350630 1.288558 -1.3 -2.1 1.7
N -0.443678 -2.124066 2.755712 -0.3 -0.2 0.2
C 0.965712 -2.476360 2.812713 0.0 0.0 0.0
C -1.320479 -2.972661 3.568710 0.1 0.5 0.0
H -1.885213 -0.685430 2.511398 0.3 -0.1 -0.2
H 1.490324 -1.993274 1.992829 0.0 0.1 0.0
H 1.070344 -3.566720 2.744621 0.0 0.2 -0.1
H 1.370436 -2.124057 3.773485 0.0 -0.1 -0.3
H -2.335162 -2.554788 3.575807 0.3 0.0 0.1
H -0.928730 -3.019942 4.601363 -0.2 0.0 -0.4
H -1.361545 -3.980840 3.126162 0.1 0.2 0.1
H 1.185559 2.301890 5.564813 0.0 0.5 -0.3
H -1.979432 4.325142 5.419272 0.4 0.1 -0.1
C 1.089146 3.307963 5.117898 -0.2 0.2 -0.5
C -1.083462 4.610828 4.839938 -0.3 -0.2 -0.2
N -0.243319 3.474746 4.514781 -0.3 0.3 0.6
H 1.837666 3.475485 4.327111 -0.1 -0.2 0.4
C -0.689930 2.594385 3.651232 1.5 -2.4 -1.2
O 0.120082 1.702169 3.209262 -2.2 1.5 2.7
H -1.421736 5.076812 3.900387 0.2 0.1 0.4
H -1.788886 2.628619 3.405849 1.1 0.0 -0.1
H 1.150710 4.092893 5.870558 0.3 -0.2 0.1
H -0.472346 5.298818 5.413385 -0.2 0.3 0.0
H 2.279812 0.553815 -3.248098 0.1 0.0 0.2
H 2.274612 -2.420333 -3.234493 0.3 0.1 0.1
C 3.093842 0.344859 -2.541854 -0.2 -0.4 -0.1
C 3.123452 -2.125373 -2.592598 -0.3 0.1 0.1
N 2.817116 -0.912214 -1.842485 0.6 -0.3 -0.2
H 3.186106 1.167627 -1.836194 -0.1 -0.2 0.1
C 2.680912 -0.966009 -0.490062 0.5 1.3 1.4
O 2.671288 0.018848 0.249910 0.3 -1.7 -1.1
H 3.347710 -2.948522 -1.893567 -0.1 0.3 -0.3
H 2.617406 -2.006853 -0.060602 0.0 0.6 -0.5
H 4.026792 0.222623 -3.111018 -0.1 0.1 0.2
H 3.996892 -1.936586 -3.231810 -0.1 -0.2 0.2
O -0.057366 -0.907317 -2.929068 -0.4 -0.8 0.5
C -1.167742 -1.423071 -2.152190 -0.3 0.9 -1.5
C 0.211123 -3.184165 -1.017509 0.1 0.2 -0.2
C -1.054588 -2.651082 -1.291630 0.2 -1.0 1.3
H 1.065074 -2.649783 -1.426082 -0.3 -0.3 0.0
C 0.416634 -4.314527 -0.225270 -0.4 -0.3 0.1
H -1.671794 -0.547663 -1.696941 -0.1 -0.8 -0.2
C -2.137376 -3.299804 -0.613172 0.3 0.5 -0.5
H 1.436730 -4.690379 -0.086819 -0.4 0.2 0.0
C -0.673398 -4.979273 0.361487 0.3 0.2 -0.2
C -1.956188 -4.447205 0.178659 0.2 0.0 -0.2
H -3.143008 -2.889447 -0.686065 0.1 0.0 -0.1
H -0.517070 -5.896497 0.954443 -0.1 0.6 -0.3
H -2.810726 -4.966716 0.655742 0.5 0.6 -0.4
Si -0.222949 3.577811 -1.506580 0.8 0.0 1.9
Cl 0.380401 1.365543 -0.980836 -0.9 2.2 -2.8
C 1.379616 4.556228 -1.702118 0.1 -0.1 -0.3
C -1.064848 4.142321 0.099668 -0.6 0.0 -0.3
C -1.291687 3.953618 -3.013665 0.0 -0.4 -0.1
H 2.230248 3.894393 -1.923234 -0.2 0.3 0.0
H 1.622724 5.129885 -0.794735 -0.2 -0.5 -0.2
H 1.252831 5.281430 -2.523632 0.1 -0.3 0.0
H -0.721896 3.706333 -3.926677 -0.5 -0.1 0.2
H -1.496316 5.042063 -3.042431 0.2 -0.4 0.2
H -2.266620 3.445564 -2.949901 0.4 0.0 -0.3
H -1.325585 3.255760 0.705803 0.1 0.4 -0.2
H -1.985679 4.718121 -0.111926 0.2 -0.2 0.0
H -0.375523 4.763601 0.701645 -0.3 -0.4 -0.4
Se 0.523538 -0.597187 6.047779 1.1 -0.4 0.7
C -0.973508 -0.086440 5.265883 -3.2 1.0 -1.3
N -1.986216 0.258450 4.751862 1.8 -0.8 1.1
```
Forces are in eV/Å.

Strongest force on any atom = 0.0735 hartree/bohr
2S+1 = 3
E = -5190.87112 hartree
HOMO level (alpha / beta) = -2.27 / -3.81 eV
LUMO energy (alpha / beta) = 0.083 / 0.069 Eh
Charge = -1
Frontier orbital gap (alpha / beta) = 4.5 / 5.7 eV

=====

No. 3
This record from OMol25 describes a molecular structure, C24H43ClFeP2. The level of theory is wB97M-V/def2-TZVPD.

```
71
Properties=species:S:1:pos:R:3:forces:R:3
Fe 0.144317 -0.024447 -0.172366 1.1 -1.4 -0.4
C -0.227129 0.870331 1.693488 -1.6 -0.7 1.0
C -1.347285 1.078016 0.804856 -0.6 -1.1 1.7
C -1.084284 -1.219287 1.147405 -1.1 0.8 0.8
C -0.089144 -0.556746 1.908849 -1.3 0.7 0.7
C -1.857215 -0.221735 0.435961 -0.3 0.2 1.9
C 0.465322 1.893997 2.514359 0.3 0.4 0.2
H 0.433331 2.891000 2.054762 0.1 -0.3 0.2
H 1.513974 1.607689 2.683626 -0.2 0.3 0.0
H -0.025197 1.970359 3.501607 0.2 0.0 -0.3
C 0.790113 -1.188678 2.927027 0.4 -0.1 0.1
H 1.577160 -0.489937 3.226989 0.0 -0.3 0.0
H 1.250245 -2.114275 2.557197 0.0 0.2 0.2
H 0.216214 -1.439705 3.835838 0.1 0.1 -0.3
C -1.448437 -2.656199 1.242392 0.0 -0.4 -0.1
H -2.124800 -2.825114 2.100243 0.3 0.1 -0.3
H -0.566665 -3.296177 1.377242 -0.2 0.1 -0.1
H -1.990071 -2.971654 0.345283 0.2 -0.1 0.1
C -3.132252 -0.518819 -0.264157 -0.4 -0.1 -0.3
H -3.940831 -0.665531 0.473662 0.3 0.0 -0.3
H -3.046067 -1.448339 -0.847391 -0.2 0.3 0.1
H -3.446856 0.295020 -0.930266 0.1 -0.2 0.1
C -2.064103 2.354220 0.617188 -0.2 0.5 -0.1
H -2.820753 2.450404 1.410071 0.1 0.1 -0.2
H -2.590921 2.384261 -0.340387 0.0 0.2 0.2
H -1.390930 3.210229 0.709219 -0.2 0.0 -0.1
C 3.778379 3.900586 -4.235099 0.2 -0.1 0.3
C 3.094505 4.851278 -3.592531 0.7 0.2 0.0
C 2.211705 5.908516 -4.197351 -0.6 0.1 0.0
C 1.425373 5.507496 -5.474268 0.1 0.5 -0.1
C 0.717123 4.187474 -5.400702 -0.2 -0.4 -0.1
C 1.239385 2.984084 -5.682350 -0.5 0.5 -0.4
C 2.624534 2.682673 -6.183186 0.5 -0.2 0.2
C 3.757629 3.632622 -5.711839 0.2 -0.2 -0.4
H 2.771389 6.830155 -4.446009 0.0 -0.4 0.3
H 2.097211 5.524011 -6.341061 -0.3 0.1 0.2
H 1.505829 6.207555 -3.400414 0.1 0.0 -0.4
H 3.703253 4.576560 -6.264538 0.1 -0.3 0.1
H 4.505826 3.269815 -3.706376 -0.5 0.2 0.2
H 3.246550 4.999336 -2.515358 0.1 -0.3 -0.4
H 4.716150 3.155120 -5.987478 -0.4 0.3 0.0
H 2.846346 1.648289 -5.860279 0.1 0.4 -0.1
H 0.594486 2.098411 -5.665225 0.0 0.3 0.1
H 2.670803 2.656097 -7.288308 -0.3 0.0 0.4
H 0.666822 6.292576 -5.646543 0.4 -0.3 0.0
H -0.347060 4.297119 -5.163415 0.3 -0.5 0.1
P 1.695593 1.403742 -0.777023 1.9 2.2 -1.4
C 3.464933 1.270942 -0.417909 0.2 0.1 -0.1
C 1.302362 3.179395 -0.701571 0.3 0.2 -0.1
P -0.298841 0.114104 -2.336550 -0.3 0.7 -2.8
C 1.313742 1.042548 -2.575853 -0.2 -0.1 0.3
C -1.523793 1.346779 -2.878006 0.1 0.0 -0.5
C -0.390562 -1.240779 -3.542222 -0.1 0.0 -0.2
H 3.729563 0.222547 -0.234072 0.0 0.3 -0.1
H 3.660982 1.858043 0.487961 0.0 -0.1 -0.2
H 4.055090 1.679753 -1.248270 0.0 -0.1 0.2
H 1.792168 3.656150 -1.561450 -0.2 0.1 0.3
H 1.700827 3.593272 0.231622 -0.2 0.0 -0.2
H 0.217883 3.348479 -0.748838 0.3 -0.1 0.0
H -0.129141 -0.875793 -4.544619 0.0 -0.2 0.2
H -1.422436 -1.608833 -3.553678 0.2 0.0 0.0
H 0.280939 -2.056280 -3.251331 -0.1 0.3 -0.1
H 2.088646 0.439881 -3.063394 -0.3 0.1 0.2
H 1.148357 1.969862 -3.144697 0.1 -0.2 0.2
H -2.490072 0.847512 -3.010679 0.1 0.2 0.0
H -1.176520 1.750147 -3.836023 -0.3 0.1 0.1
H -1.622420 2.158161 -2.145407 0.1 -0.3 -0.3
Cl 2.525099 -1.774644 -1.780170 0.8 -0.2 -0.6
C 1.201307 -1.618447 -0.636343 0.6 -1.8 0.4
H 1.623164 -1.869967 0.350923 -0.1 -0.3 -0.3
H 0.469150 -2.382775 -0.924902 0.2 -0.1 0.3
```
Forces are in eV/Å.

Strongest force on any atom = 0.0627 hartree/bohr
2S+1 = 6
E = -3346.52362 hartree
HOMO level (alpha / beta) = -9.30 / -11.50 eV
LUMO energy (alpha / beta) = -0.067 / -0.157 Eh
Charge = +1
Frontier orbital gap (alpha / beta) = 7.5 / 7.2 eV